(1)
{"formula": "C25H32BBiN5O3S3", "method": "ωB97M-V with the def2-TZVPD basis set", "elements": ["Bi", "C", "N", "C", "C", "N", "B", "N", "C", "C", "N", "C", "C", "S", "C", "S", "H", "H", "H", "H", "H", "H", "H", "H", "H", "H", "H", "H", "N", "C", "C", "C", "O", "O", "H", "H", "H", "H", "H", "H", "O", "S", "C", "C", "C", "C", "C", "C", "C", "C", "C", "C", "C", "C", "C", "C", "H", "H", "H", "H", "H", "H", "H", "H", "H", "H", "H", "H", "H", "H"], "xyz": [[-1.3253, -0.2813, -0.2057], [-4.2642, 0.3956, -3.1368], [-3.6799, 1.6123, -2.5895], [-3.3470, 2.7204, -3.3333], [-2.9303, 3.6611, -2.4587], [-3.0170, 3.1458, -1.1848], [-2.6779, 4.1172, 0.0306], [-2.7262, 3.3671, 1.3903], [-3.6388, 3.5917, 2.3912], [-3.2944, 2.8269, 3.4541], [-2.1639, 2.1292, 3.0931], [-1.4201, 1.2137, 3.9538], [-1.8344, 2.4776, 1.8359], [-0.4771, 1.8601, 0.9531], [-3.4800, 1.8977, -1.2743], [-3.7705, 0.7374, -0.0045], [-4.9122, 0.6608, -3.9682], [-4.8547, -0.0934, -2.3694], [-3.4918, -0.2858, -3.4926], [-3.4290, 2.7384, -4.4062], [-2.5895, 4.6683, -2.6262], [-3.5258, 4.9703, 0.0485], [-1.5678, 4.5365, -0.1597], [-4.4623, 4.2729, 2.2667], [-3.7496, 2.7229, 4.4238], [-2.0690, 0.8989, 4.7665], [-0.5476, 1.7170, 4.3680], [-1.0998, 0.3446, 3.3866], [-2.8877, -2.3356, 0.2741], [-2.1274, -3.5964, 0.3574], [-0.6763, -3.3550, 0.7862], [-0.5518, -2.3927, 1.9573], [-0.0999, -2.7295, 3.0224], [-0.9785, -1.1429, 1.7473], [-3.2330, -2.0760, 1.1919], [-3.6936, -2.4257, -0.3341], [-2.1346, -4.0691, -0.6231], [-2.5949, -4.2898, 1.0583], [-0.0831, -2.9610, -0.0507], [-0.2312, -4.2988, 1.0862], [1.1878, -0.4000, -0.2614], [2.1397, -0.7113, 0.8956], [3.0361, 0.8258, 1.3038], [3.8018, 1.4490, 0.1758], [5.1928, 1.4599, 0.1979], [5.9091, 2.0347, -0.8420], [5.2389, 2.6051, -1.9144], [3.8503, 2.6033, -1.9404], [3.1331, 2.0307, -0.9010], [3.4676, -1.6374, 0.0792], [2.8931, -2.9379, -0.4040], [2.4981, -3.0775, -1.7302], [1.9515, -4.2731, -2.1765], [1.7937, -5.3375, -1.2985], [2.1752, -5.1988, 0.0302], [2.7191, -4.0038, 0.4759], [3.6853, 0.5263, 2.1307], [2.2623, 1.4900, 1.6906], [5.7220, 1.0241, 1.0387], [6.9911, 2.0406, -0.8140], [5.7953, 3.0574, -2.7247], [3.3242, 3.0614, -2.7682], [2.0502, 2.0359, -0.9183], [4.2484, -1.7829, 0.8297], [3.8326, -1.0126, -0.7334], [2.6205, -2.2451, -2.4135], [1.6590, -4.3763, -3.2141], [1.3900, -6.2776, -1.6520], [2.0559, -6.0270, 0.7181], [3.0133, -3.8964, 1.5153]], "spin_multiplicity": 1, "homo_energy_ev": -11.3, "relative_energy_kj_mol": 7.7, "charge": 1, "homo_lumo_gap_ev": 8.42}

---

(2)
{"formula": "C25H32BiIN4OSSi", "method": "ωB97M-V with the def2-TZVPD basis set", "elements": ["Bi", "C", "Si", "C", "N", "C", "C", "C", "C", "C", "C", "C", "C", "C", "C", "C", "C", "C", "C", "C", "C", "C", "H", "H", "H", "H", "H", "H", "H", "H", "H", "H", "H", "H", "H", "H", "H", "H", "H", "H", "H", "H", "H", "H", "H", "H", "S", "C", "N", "C", "C", "C", "N", "H", "H", "H", "H", "N", "C", "O", "C", "I", "H", "H", "H", "H"], "xyz": [[-0.8572, -0.5814, -0.0907], [0.1272, 1.0015, -1.3053], [0.2078, 0.0712, -2.9358], [1.3303, -1.3629, -2.5018], [1.0094, -1.8735, -1.1250], [2.2185, -1.7145, -0.2484], [3.3653, -2.6356, -0.6492], [2.9115, -4.0896, -0.6394], [1.7045, -4.2542, -1.5534], [0.5858, -3.3053, -1.1431], [0.7050, 0.9379, -4.4795], [-0.1862, 1.0952, -5.5429], [0.2138, 1.7269, -6.7119], [1.5076, 2.2101, -6.8267], [2.4067, 2.0670, -5.7778], [2.0069, 1.4349, -4.6125], [-1.4902, -0.7733, -3.0326], [-1.6616, -1.9421, -3.7882], [-2.8479, -2.6533, -3.7507], [-3.8990, -2.2393, -2.9338], [-3.7685, -1.0851, -2.1849], [-2.5750, -0.3641, -2.2492], [-0.5290, 1.8675, -1.2708], [1.1027, 1.2730, -0.9037], [2.3805, -1.0763, -2.5454], [1.2152, -2.1622, -3.2350], [1.9065, -1.9382, 0.7706], [2.5158, -0.6656, -0.2936], [4.1898, -2.4697, 0.0459], [3.7440, -2.3761, -1.6400], [2.6278, -4.3549, 0.3808], [3.7208, -4.7542, -0.9387], [1.3182, -5.2746, -1.5365], [1.9969, -4.0568, -2.5880], [0.2526, -3.5351, -0.1296], [-0.2718, -3.3826, -1.8156], [-1.2025, 0.7259, -5.4671], [-0.4833, 1.8424, -7.5302], [1.8204, 2.7022, -7.7378], [3.4146, 2.4471, -5.8691], [2.7221, 1.3351, -3.8028], [-0.8630, -2.2983, -4.4292], [-2.9643, -3.5394, -4.3604], [-4.8177, -2.8086, -2.9061], [-4.5852, -0.7294, -1.5714], [-2.5542, 0.6273, -1.7964], [0.0182, -1.0027, 2.7086], [0.2591, -2.6431, 3.0606], [0.2764, -2.9877, 4.3795], [0.4857, -4.2452, 4.8215], [0.6719, -5.2359, 3.9057], [0.6206, -4.8450, 2.5600], [0.4271, -3.6095, 2.1433], [0.1346, -2.2376, 5.0469], [0.4853, -4.3791, 5.8940], [0.8432, -6.2582, 4.2011], [0.7456, -5.5945, 1.7847], [-2.7647, 3.3511, 1.4727], [-2.4031, 2.1078, 1.7239], [-2.0718, 1.3318, 0.8004], [-2.3431, 1.6221, 3.1499], [-3.7683, 2.4571, 4.4713], [-2.7800, 3.6795, 0.5198], [-3.1065, 3.9478, 2.2115], [-1.3572, 1.8616, 3.5492], [-2.4632, 0.5440, 3.1416]], "spin_multiplicity": 1, "homo_energy_ev": -13.7, "charge": 2, "homo_lumo_gap_ev": 7.54}

---

(3)
{"formula": "C25H32Br45FINO5S", "method": "ωB97M-V with the def2-TZVPD basis set", "elements": ["C", "C", "O", "O", "C", "C", "C", "C", "C", "C", "N", "C", "C", "O", "I", "S", "O", "O", "F", "H", "H", "H", "H", "H", "H", "H", "H", "H", "H", "H", "H", "H", "H", "H", "H", "H", "C", "Br", "Br", "Br", "H", "C", "Br", "Br", "Br", "H", "C", "Br", "Br", "Br", "H", "C", "Br", "Br", "Br", "H", "C", "Br", "Br", "Br", "H", "C", "Br", "Br", "Br", "H", "C", "Br", "Br", "Br", "H", "C", "Br", "Br", "Br", "H", "C", "Br", "Br", "Br", "H", "C", "Br", "Br", "Br", "H", "C", "Br", "Br", "Br", "H", "C", "Br", "Br", "Br", "H", "C", "Br", "Br", "Br", "H", "C", "Br", "Br", "Br", "H", "C", "Br", "Br", "Br", "H"], "xyz": [[1.8223, -3.7117, -2.3617], [2.9363, -2.5669, -2.5524], [4.0460, -2.7917, -3.0789], [2.5639, -1.2496, -2.0890], [1.9474, -0.5754, -3.2409], [0.9326, 0.5432, -2.6575], [-0.5573, -0.0740, -2.4250], [-1.6136, 1.0990, -2.7097], [-3.0558, 0.9202, -2.0191], [-3.4557, -0.5816, -1.6390], [-3.9546, -1.3902, -2.8343], [-5.2811, -0.8344, -3.3091], [-5.1292, -0.5432, -4.8870], [-4.1408, 0.1254, -5.2969], [-6.5679, -1.2567, -6.4025], [-4.1307, -2.9970, -2.2227], [-4.5280, -3.0684, -0.7736], [-2.8005, -3.7088, -2.3815], [-5.2704, -3.9080, -3.0701], [0.8031, -3.3317, -2.7086], [1.7602, -3.9473, -1.2410], [2.0638, -4.6549, -2.9796], [1.3841, -1.3196, -3.9045], [2.7949, -0.1359, -3.8691], [1.3389, 1.0513, -1.7075], [0.8902, 1.3650, -3.4717], [-0.5939, -0.5219, -1.3749], [-0.7057, -0.8542, -3.2630], [-1.1597, 2.0734, -2.2770], [-1.7635, 1.3213, -3.8353], [-3.0623, 1.5426, -1.0508], [-3.8270, 1.4269, -2.7118], [-4.3781, -0.5003, -0.9391], [-2.6709, -1.1470, -1.0284], [-6.1444, -1.5812, -3.1886], [-5.5967, 0.1012, -2.7072], [0.4959, 5.4903, -3.2450], [1.2472, 4.3459, -4.6186], [-1.4081, 5.1944, -3.0209], [1.4532, 5.3247, -1.5656], [0.6209, 6.5176, -3.5840], [1.7540, 7.9318, 1.1760], [1.2758, 7.5082, 3.0074], [0.3212, 8.8571, 0.2522], [3.4266, 8.9089, 1.0749], [1.9064, 6.9856, 0.6595], [-2.8905, 2.8591, 2.3014], [-3.9001, 1.2541, 1.8821], [-2.4040, 3.8622, 0.7116], [-3.8207, 3.9739, 3.5866], [-1.9625, 2.5362, 2.7719], [0.3978, 5.5542, 6.8704], [-0.8042, 7.0720, 6.9853], [-0.1784, 4.2809, 5.5262], [2.2354, 6.1090, 6.5972], [0.3583, 5.0432, 7.8316], [-1.9165, -7.1804, -1.9282], [-2.5613, -8.7178, -0.9370], [-0.9735, -5.9314, -0.7842], [-0.8475, -7.7046, -3.4600], [-2.7920, -6.6594, -2.3141], [-3.8656, -9.6999, 3.3420], [-4.1058, -10.9365, 1.8666], [-2.2068, -8.7068, 3.1868], [-5.3935, -8.5234, 3.5518], [-3.7960, -10.2969, 4.2499], [7.2122, -4.8643, -3.9207], [6.5530, -6.3778, -2.9019], [8.1432, -3.5888, -2.7953], [8.3002, -5.4267, -5.4255], [6.3420, -4.3524, -4.3298], [-4.4132, -4.7091, -6.7384], [-5.0597, -6.2502, -5.7541], [-3.5115, -3.4415, -5.5817], [-3.3019, -5.2263, -8.2422], [-5.2868, -4.2023, -7.1468], [-4.5628, 8.1595, 8.0714], [-5.2603, 6.6202, 7.1185], [-4.4376, 9.7214, 6.9262], [-5.5748, 8.5271, 9.6847], [-3.5488, 7.9094, 8.3815], [0.7956, 7.5011, 11.2347], [-0.8148, 8.1856, 10.3985], [0.6949, 5.5864, 11.5300], [2.3873, 7.9950, 10.2430], [0.8711, 7.9714, 12.2139], [12.1631, -2.1942, -1.0204], [12.2953, -3.9817, -0.2794], [12.6958, -2.1456, -2.8845], [10.3994, -1.4326, -0.7538], [12.8665, -1.5694, -0.4718], [-0.5283, -1.8657, -8.2982], [-1.1944, -0.0443, -8.3267], [0.8570, -2.1490, -9.6260], [0.0551, -2.3906, -6.5249], [-1.3622, -2.5144, -8.5637], [16.4833, -3.5570, 0.1607], [17.2366, -3.1336, -1.5756], [17.8211, -4.2606, 1.3759], [15.5409, -2.0437, 0.9251], [15.7473, -4.3448, 0.0054], [-9.2213, 5.7485, 9.6158], [-9.1479, 5.7763, 7.6777], [-7.5784, 5.0663, 10.3892], [-9.6956, 7.4828, 10.3438], [-10.0154, 5.0578, 9.8947], [-0.9838, -2.2439, 2.3015], [-2.3999, -3.5664, 2.2956], [-0.7490, -1.4540, 0.5450], [-1.2465, -0.9112, 3.6889], [-0.0584, -2.7667, 2.5386]], "spin_multiplicity": 1, "homo_energy_ev": -9.9, "relative_energy_kj_mol": 336.1, "charge": 0, "homo_lumo_gap_ev": 9.30}